1.
Here is an isolated ion of composition C2H3O4S2 and charge -1 from the OMol25 dataset. Energies are from ωB97M-V with the def2-TZVPD basis set.

Output
SMILES: C=C[S@](=O)([O-])=S(=O)=O
Total energy in Eh: -1175.259912
Multiplicity: 1
Energy above the lowest of the compared OMol25 structures with the same formula, charge and spin in kJ/mol: 474.5
Maximum force in eV Å⁻¹: 8.2
M in g mol⁻¹: 155.2
Highest occupied orbital energy (spin up / spin down) in eV: -4.60 / -4.60
Kohn-Sham gap (spin up / spin down) in eV: 8.0 / 8.0
Net charge: -1

Each line ends with the Mulliken charge.
Atoms and positions in Å:
C  -0.48279  -0.38109  0.35827  -0.58
C  0.60864  -0.31973  -0.41984  -0.14
O  2.63694  1.60526  -0.04698  -0.54
O  4.55804  0.35961  -0.99398  -0.51
O  1.61429  -2.58613  -0.76014  -0.74
O  1.74475  -1.31302  1.67973  -0.64
S  3.69687  0.61562  0.16870  0.60
S  2.04655  -1.05229  0.25363  0.68
H  -1.54758  -0.14009  0.15916  0.26
H  -0.40193  -1.00122  1.30966  0.17
H  0.72755  0.49097  -1.08792  0.43

Cartesian forces (eV/Å) of the 3 atoms listed first:
-0.398 -1.928 1.066
-1.549 1.643 2.006
0.630 0.063 0.083


2.
Here is C25H21Br2N5O4SSn as an isolated structure from the OMol25 dataset. Energies are from ωB97M-V with the def2-TZVPD basis set.

Output
Total energy in Eh: -7300.084934
Multiplicity: 1
Energy above the lowest of the compared OMol25 structures with the same formula, charge and spin in kJ/mol: 62.9
Maximum force in eV Å⁻¹: 1.7
M in g mol⁻¹: 766.1
Highest occupied orbital energy in eV: -13.32
Kohn-Sham gap in eV: 7.2
Net charge: +2

Each line ends with the Mulliken charge.
Atoms and positions in Å:
Sn  -0.53692  0.82034  -0.23112  1.85
N  3.21265  2.10924  1.29004  -0.03
C  3.61162  0.78474  1.17427  0.49
C  4.83552  0.19763  1.46263  -1.29
C  4.92319  -1.16059  1.25282  -0.49
C  3.82308  -1.88557  0.77586  -0.90
C  2.61248  -1.28443  0.49525  -0.08
C  2.50532  0.08875  0.69751  0.15
N  1.43452  1.03130  0.54061  0.22
C  1.94881  2.21587  0.91222  0.38
C  1.20340  3.45827  0.88285  -0.18
C  1.56303  4.72030  1.24311  -0.26
S  0.27034  5.77343  0.90674  -0.04
C  -0.65734  4.47885  0.32204  -0.25
N  -0.05206  3.32155  0.37787  0.19
H  3.79523  2.87521  1.59007  0.27
H  5.67409  0.77547  1.82892  0.43
H  5.85185  -1.67432  1.46038  0.43
H  3.92116  -2.95159  0.61553  0.52
H  1.80567  -1.87553  0.11528  0.31
H  2.48691  5.08189  1.66775  0.39
H  -1.66092  4.61753  -0.05741  0.36
C  -0.36758  -0.61873  4.07918  -0.65
O  -1.59248  -1.01561  3.41015  -0.45
C  -1.84290  -0.56167  2.21758  0.74
O  -1.05449  0.25525  1.65844  -0.72
N  -3.00946  -0.96753  1.73188  -0.12
N  -3.27283  -0.80107  0.36771  -0.41
H  -0.43917  -1.06510  5.06309  0.27
H  -0.31598  0.46384  4.15069  0.30
H  0.48763  -1.01572  3.53814  0.28
H  -3.46678  -1.71211  2.24271  0.28
H  -4.22121  -0.46259  0.25968  0.30
H  -3.16911  -1.70388  -0.08446  0.26
Br  2.31832  -6.08069  -4.70419  -0.12
C  1.51004  -4.85495  -3.54205  0.08
C  1.13193  -5.26721  -2.27031  -0.64
C  0.53451  -4.35921  -1.41564  -0.42
C  0.33175  -3.04083  -1.82287  0.74
C  0.71576  -2.64098  -3.10236  -0.26
C  1.29776  -3.54840  -3.96764  -0.63
C  -0.28431  -2.11815  -0.85527  0.36
O  -0.92206  -2.45765  0.11341  -0.69
O  -0.03572  -0.79923  -1.10866  -0.40
H  1.29608  -6.29040  -1.96222  0.45
H  0.22371  -4.66496  -0.42519  0.44
H  0.54841  -1.62313  -3.42781  0.40
H  1.59117  -3.25238  -4.96544  0.45
Br  -6.17108  4.00082  -2.09077  -0.09
C  -4.59221  3.11817  -1.60636  -0.19
C  -3.72054  2.68033  -2.58970  -0.57
C  -2.54976  2.01788  -2.23078  -0.82
C  -2.29178  1.82287  -0.88018  0.57
C  -3.14832  2.25605  0.12599  -0.65
C  -4.31132  2.90949  -0.26057  -0.55
H  -3.94883  2.84751  -3.63399  0.47
H  -1.88142  1.66876  -3.00624  0.48
H  -2.94651  2.10231  1.17592  0.51
H  -5.00287  3.26055  0.49491  0.50

Cartesian forces (eV/Å) of the 3 atoms listed first:
-1.096 0.970 0.939
0.187 -0.012 0.075
0.073 0.108 0.067


3.
Here is a 10-piece molecular cluster, C31H85F3N11O12S overall from the OMol25 dataset. Energies are from ωB97M-V with the def2-TZVPD basis set.

Output
Total energy in Eh: -3435.214206
Multiplicity: 1
Energy above the lowest of the compared OMol25 structures with the same formula, charge and spin in kJ/mol: 0.0
Maximum force in eV Å⁻¹: 2.2
M in g mol⁻¹: 893.1
Highest occupied orbital energy in eV: -6.96
Kohn-Sham gap in eV: 9.2
Net charge: -1

Each line ends with the Mulliken charge.
Atoms and positions in Å:
C  -0.83832  1.44480  0.96878  0.00
F  -2.01023  1.81228  1.49493  -0.15
F  -0.40848  2.37748  0.13585  -0.05
F  0.04930  1.33300  1.96313  0.03
S  -1.02413  -0.21964  0.14057  -0.10
O  0.07858  -0.17049  -0.81533  0.46
O  -0.80143  -1.18304  1.20103  -0.80
O  -2.34392  -0.27071  -0.44870  -0.10
C  0.34682  -1.34998  -4.26420  0.34
O  0.47354  -1.59047  -5.45661  -0.75
N  -0.33572  -2.14438  -3.39165  0.26
N  0.86231  -0.22452  -3.65722  0.11
H  -0.64178  -3.04766  -3.70123  0.31
H  -0.38047  -1.93438  -2.40804  -0.50
H  1.27783  0.48094  -4.23042  0.17
H  0.79129  -0.23457  -2.65047  -0.26
C  0.37273  -2.56092  4.38359  0.46
O  0.49437  -2.93215  5.53917  -0.75
N  -0.69555  -1.88485  3.89281  0.40
N  1.35894  -2.76887  3.44615  -0.11
H  -0.72197  -1.69598  2.89281  0.28
H  -1.57798  -1.85130  4.37837  0.16
H  2.16259  -3.32699  3.65469  0.22
H  1.19009  -2.51911  2.48591  -0.13
C  3.15590  1.04228  0.60820  -0.72
C  3.99763  0.32854  -0.42435  1.72
C  5.01728  -0.58363  0.23580  -1.60
O  5.85688  0.10877  1.10778  -0.36
C  7.00669  -0.67271  1.34019  -0.91
N  3.15289  -0.45260  -1.34378  -0.33
H  3.66303  1.71401  1.30482  0.59
H  2.56513  0.33188  1.20181  0.03
H  2.36451  1.68743  0.20094  -0.14
H  4.53333  1.07401  -1.02483  -0.06
H  5.47922  -1.12352  -0.60355  0.51
H  4.43890  -1.36075  0.76287  0.11
H  7.48372  -0.95431  0.39851  0.38
H  6.79075  -1.61759  1.86669  0.33
H  7.65455  -0.15040  2.04311  0.30
H  2.28829  -0.61791  -0.82635  -0.44
H  2.84513  0.14977  -2.09730  0.35
C  -5.60405  -0.84886  1.74816  -1.20
C  -4.36114  -1.33485  2.48303  1.45
C  -4.77152  -1.96397  3.79244  -1.09
O  -3.59771  -2.30765  4.49819  -0.25
C  -3.77994  -3.20044  5.61405  -0.87
N  -3.59920  -2.30528  1.65050  -0.75
H  -6.37043  -1.62164  1.64470  0.41
H  -5.31954  -0.54618  0.73603  -0.03
H  -6.04962  0.00925  2.25421  0.44
H  -3.73223  -0.44863  2.64961  -0.10
H  -5.35032  -2.86722  3.55365  0.40
H  -5.38324  -1.29841  4.41844  0.34
H  -4.08621  -4.18501  5.26206  0.30
H  -4.51879  -2.71032  6.25294  0.34
H  -2.79121  -3.22039  6.06419  0.24
H  -3.73740  -1.87034  0.73845  0.10
H  -2.61881  -2.11329  1.81210  0.21
C  -5.31819  -1.92701  -4.49507  -1.54
C  -4.48862  -1.06860  -3.56441  0.87
C  -5.34443  -0.20603  -2.66436  -0.01
O  -6.14730  0.66471  -3.42966  -0.40
C  -7.22657  1.18158  -2.71684  -0.71
N  -3.59234  -1.88434  -2.72786  -0.61
H  -6.06654  -1.27737  -4.96186  0.32
H  -5.93022  -2.65535  -3.95635  0.32
H  -4.72107  -2.38378  -5.28175  0.43
H  -3.82567  -0.43071  -4.17020  0.11
H  -4.65761  0.38833  -2.04883  -0.60
H  -5.90047  -0.85481  -1.97499  0.71
H  -6.96569  1.98869  -2.01983  0.14
H  -7.78937  0.42489  -2.15323  0.37
H  -7.95349  1.63645  -3.39661  0.30
H  -2.99081  -1.33774  -2.10620  -0.04
H  -2.93397  -2.33690  -3.35124  0.27
C  1.14882  -3.61731  -0.40646  -0.82
C  2.39107  -4.28553  -0.99328  0.27
C  2.51197  -4.07536  -2.48843  -0.53
O  1.40491  -4.76461  -3.08950  -0.34
C  1.52652  -4.76156  -4.48155  -0.89
N  3.59723  -3.71963  -0.35114  -0.83
H  0.22401  -3.99414  -0.83563  0.49
H  1.32319  -2.54945  -0.53303  -0.05
H  1.16857  -3.77363  0.67535  0.37
H  2.49833  -5.36131  -0.83557  0.38
H  3.45690  -4.49401  -2.84547  0.53
H  2.38606  -3.02377  -2.77303  -0.01
H  1.70876  -3.75864  -4.87640  0.37
H  0.61235  -5.10180  -4.98720  0.25
H  2.23994  -5.51707  -4.84540  0.35
H  3.42697  -3.63785  0.65147  0.33
H  3.67837  -2.72681  -0.56896  0.05
C  1.39208  0.64045  6.24145  -1.08
C  1.94432  1.72992  5.34293  0.27
C  2.95484  1.30253  4.28797  0.29
O  3.95269  0.52787  4.90460  -0.43
C  4.58100  -0.51385  4.20551  -0.31
N  0.89950  2.58186  4.74588  -0.74
H  0.88468  1.11205  7.08122  0.37
H  2.22532  0.06687  6.64467  0.33
H  0.74736  -0.05843  5.70558  0.01
H  2.51257  2.35752  6.04927  0.30
H  3.36759  2.13475  3.70687  0.34
H  2.43146  0.63213  3.58060  -0.34
H  3.83665  -1.19946  3.78153  -0.02
H  5.27191  -1.06502  4.84021  0.36
H  5.17944  -0.08908  3.38819  0.24
H  0.32771  1.95375  4.18333  0.17
H  1.34056  3.18078  4.05207  0.32
C  6.31548  3.73492  -2.14695  -1.22
C  5.12534  4.59507  -1.73877  0.23
C  3.82902  3.90734  -2.14293  0.31
O  2.80017  4.87089  -2.20586  -0.47
C  1.50930  4.27508  -2.12478  -0.41
N  5.21996  4.82084  -0.26994  -0.78
H  6.16169  2.76437  -1.65909  0.11
H  7.28046  4.12671  -1.83489  0.38
H  6.36271  3.55111  -3.22178  0.37
H  5.12745  5.57278  -2.22456  0.37
H  3.52117  3.10698  -1.45786  -0.36
H  4.00654  3.48416  -3.14584  0.23
H  1.47072  3.44973  -2.83846  0.21
H  0.78450  5.05422  -2.35098  0.34
H  1.33094  3.96600  -1.08945  0.17
H  5.30548  3.90758  0.17156  0.24
H  4.28950  5.14824  -0.01207  0.34
C  -1.80198  2.39547  -3.19913  -0.87
C  -3.14760  2.94751  -2.71162  0.99
C  -3.34954  2.87117  -1.21568  0.04
O  -4.57859  3.53858  -0.89516  -0.49
C  -5.11750  3.05783  0.31187  -0.55
N  -3.24425  4.34834  -3.21428  -0.90
H  -1.55153  1.51445  -2.59496  0.17
H  -0.98478  3.11415  -3.14874  0.21
H  -1.88058  2.02437  -4.21966  0.25
H  -3.91842  2.41753  -3.27466  -0.29
H  -2.54947  3.35330  -0.64747  0.45
H  -3.47916  1.82058  -0.94703  -0.49
H  -4.40504  3.22510  1.13011  0.26
H  -5.47739  2.02952  0.24169  0.09
H  -5.96714  3.68848  0.59563  0.33
H  -4.07409  4.76926  -2.79521  0.34
H  -2.51553  4.88560  -2.73864  0.30

Cartesian forces (eV/Å) of the 3 atoms listed first:
-0.416 -1.079 0.294
0.055 0.251 0.059
-0.013 0.307 -0.218